ORCA calculation (ωB97M-V/def2-TZVPD) on an isolated ion of composition C13H19B2ClF2N2O6P and charge +1 in a non-equilibrium geometry.

Each line ends with the natural charge from an NBO analysis.
Cartesian coordinates (Å):
Cl 2.602 -2.145 -0.137  -0.053
P -3.254 0.013 1.346  0.737
F -3.171 -2.251 -3.449  -0.069
F 1.478 0.667 -4.466  -0.350
O -0.691 0.356 -4.405  -0.477
O 1.991 3.017 1.260  -0.882
O -0.981 0.477 3.713  -0.912
O -2.916 -2.187 -0.989  -0.480
O -1.000 2.792 2.899  -0.857
O -2.704 -1.072 -2.933  -0.117
N 2.500 1.075 2.667  -1.076
N 0.773 0.901 0.667  -0.558
C -1.258 -0.529 -0.833  -0.070
C 0.456 -0.983 -2.736  -0.581
C 0.122 -0.354 -1.338  0.116
C -4.677 0.055 0.128  -0.923
C 1.149 0.395 -0.555  0.304
C 3.420 -0.840 -1.107  -0.181
C -1.587 0.085 0.487  -0.262
C -3.314 -1.487 2.479  -0.897
C -2.345 -1.327 -1.602  0.718
C 0.340 0.062 -3.913  0.861
C 4.897 -0.594 -0.566  -0.634
C -0.527 0.789 1.200  -0.046
C 2.563 0.524 -1.190  -0.506
B -0.864 1.426 2.674  1.112
B 1.769 1.653 1.528  1.187
H -4.205 -2.106 2.172  0.255
H 2.392 0.683 -2.298  0.275
H -3.465 -1.131 3.527  0.243
H 2.281 0.066 2.692  0.391
H 5.102 0.493 -0.374  0.218
H 2.930 3.240 1.388  0.523
H -5.401 0.839 0.482  0.263
H 1.492 -1.423 -2.764  0.261
H -0.243 -1.820 -3.007  0.280
H -5.215 -0.938 0.185  0.255
H 3.159 1.406 -0.845  0.259
H -2.372 -2.071 2.324  0.256
H 4.993 -1.163 0.396  0.245
H 5.643 -0.949 -1.332  0.243
H 2.013 1.444 3.503  0.421
H -4.388 0.322 -0.924  0.247
H -1.166 3.273 2.064  0.511
H -1.862 0.572 4.133  0.520
H 3.540 -1.253 -2.150  0.228

The electronic energy comes out at -57646.9452 eV. As for the net charge: +1.

***

ORCA calculation (ωB97M-V/def2-TZVPD) on C25H35BCaF4N6O8S as an isolated structure.

Each line ends with the Mulliken charge.
Cartesian coordinates (Å):
Ca -1.661 0.220 0.114  1.928
S 1.560 -3.135 1.854  -0.374
F -0.999 2.709 0.805  -0.386
F 1.274 3.172 0.892  -0.307
F 0.484 1.051 0.419  -0.018
F 0.255 2.734 -1.128  -0.313
O -5.828 -0.263 1.064  -0.893
O -1.175 -0.558 -2.184  0.237
O -5.987 1.938 4.906  -0.643
O -3.796 -0.664 0.210  -0.569
O -2.458 1.582 -1.612  -0.837
O 2.150 -0.409 -2.121  -0.599
O -1.022 -2.018 -0.195  -0.843
O -6.845 0.884 3.139  -0.553
N -3.408 1.569 4.064  -0.055
N -2.559 0.521 2.347  -0.414
N 1.902 -1.378 -0.115  0.500
N 2.954 -0.898 1.910  0.408
N -2.512 -3.584 -0.837  0.077
N -2.074 2.671 -3.551  0.138
C -5.852 1.355 3.853  0.492
C -4.588 -0.227 1.095  0.223
C 4.170 -0.985 -1.033  0.305
C 6.925 -1.262 -1.092  -0.399
C -3.938 0.437 2.282  0.461
C 4.341 1.011 2.551  -0.990
C 4.766 -2.094 -0.442  -0.057
C 3.170 0.536 1.706  0.556
C -4.478 1.089 3.353  -0.033
C 6.328 -0.155 -1.682  -0.679
C -2.435 -4.241 0.464  -0.911
C 2.188 -1.736 1.204  -0.644
C -1.352 2.771 -4.807  -0.930
C -3.623 -3.946 -1.704  -0.923
C -0.907 1.617 3.856  -1.242
C 2.685 -0.861 -1.126  0.514
C -2.273 1.221 3.426  0.197
C -1.971 1.613 -2.744  0.872
C -2.023 -1.681 -2.323  -1.143
C -1.191 0.389 -3.230  -1.273
C -2.661 3.903 -3.044  -1.048
C 5.673 0.375 2.173  -0.936
C 4.950 -0.021 -1.663  -0.494
C -1.820 -2.470 -1.030  0.666
C 6.146 -2.233 -0.481  -0.702
B 0.283 2.484 0.239  0.488
H 6.478 0.771 2.793  0.450
H -3.073 -1.377 -2.401  0.586
H -2.521 -5.316 0.317  0.362
H 8.002 -1.370 -1.114  0.397
H -1.481 -4.008 0.927  0.182
H -1.875 4.633 -2.840  0.349
H -3.194 3.692 -2.124  0.273
H -3.519 2.098 4.916  0.228
H 2.268 1.084 1.979  -0.389
H -0.394 3.277 -4.666  0.316
H -3.348 4.308 -3.787  0.350
H -1.951 3.345 -5.513  0.312
H 4.396 2.096 2.444  0.392
H -1.743 -2.284 -3.192  0.611
H -0.152 0.665 -3.419  0.564
H -0.831 1.677 4.941  0.483
H 4.460 0.818 -2.140  0.438
H -6.511 0.430 2.291  0.444
H 4.120 0.820 3.607  0.384
H 6.937 0.600 -2.163  0.395
H 5.651 -0.708 2.303  0.285
H 6.612 -3.102 -0.034  0.432
H -0.193 0.880 3.493  0.139
H -0.642 2.583 3.425  0.233
H 0.954 -1.568 -0.422  -0.024
H 4.157 -2.861 0.022  0.350
H -4.524 -3.390 -1.434  0.289
H -3.383 -3.758 -2.749  0.345
H -1.173 1.792 -5.241  0.326
H -1.626 -0.029 -4.141  0.487
H 5.916 0.577 1.129  0.132
H -3.245 -3.893 1.108  0.314
H 3.356 0.738 0.653  0.060
H -3.817 -5.010 -1.594  0.309
H 3.119 -1.239 2.847  0.335

The energy above the lowest of the compared OMol25 structures with the same formula, charge and spin comes out at 0.4099 eV. The electronic energy comes out at -92648.9910 eV. As for the net charge: 0.

***

ORCA calculation (ωB97M-V/def2-TZVPD) on a 6-piece molecular cluster, C27H69N3O9S3 overall in a non-equilibrium geometry.

Each line ends with the Mulliken charge.
Cartesian coordinates (Å):
S 0.628 3.346 -3.766  1.127
S -4.343 -1.042 -3.217  0.909
S 6.858 -2.778 -0.896  1.088
O 7.214 -2.360 -2.280  -0.608
O -3.752 -0.698 -4.738  -0.205
O 6.008 -1.477 -0.263  -0.228
O -5.209 -2.251 -3.334  -0.631
O 7.959 -3.093 0.003  -0.581
O -0.534 2.224 -4.120  -0.228
O 1.023 4.172 -4.953  -0.616
O 0.275 4.050 -2.517  -0.571
O -3.249 -0.912 -2.229  -0.426
N 4.132 -3.559 4.076  0.250
N -5.740 2.728 1.758  0.370
N 0.675 0.956 0.762  0.257
C 3.387 -2.445 4.621  0.272
C -3.587 -0.521 -7.118  -1.113
C -8.260 2.965 1.293  -1.450
C -2.289 3.693 -4.960  -1.318
C -6.929 3.576 1.604  -0.408
C 5.518 -3.250 3.845  -0.673
C -5.367 0.517 -3.007  -0.559
C -1.618 1.214 -0.305  -1.245
C 1.873 -2.780 4.726  -1.485
C 1.902 2.050 -3.394  -0.829
C 2.112 1.000 0.484  0.077
C 5.572 -4.061 -0.772  -0.843
C -1.904 2.522 -4.047  0.092
C -0.163 1.065 -0.483  0.043
C 0.293 -0.084 1.702  -0.646
C -4.594 3.551 1.949  -0.358
C -4.345 -1.120 -5.948  -0.290
C -5.048 0.309 1.803  -1.190
C 0.832 -1.501 1.348  -0.979
C -5.550 1.483 0.971  -0.360
C 5.803 -2.168 2.890  -1.087
C 3.020 1.462 1.578  -1.408
C 3.992 -4.722 4.971  -0.454
C 6.335 -0.125 -0.635  -0.499
C 5.348 0.447 -1.617  -1.031
C -3.949 3.418 3.341  -1.173
C 4.179 -6.047 4.229  -1.291
H -1.716 4.620 -4.957  0.409
H 5.088 -2.113 2.069  0.093
H -5.859 0.427 -2.038  0.197
H -4.770 4.614 1.785  0.548
H -4.644 3.146 4.135  0.318
H -3.272 4.070 -4.680  0.400
H 2.586 2.605 -2.752  0.376
H 6.749 -2.377 2.390  0.442
H 5.108 -6.019 3.659  0.287
H 3.285 0.607 2.201  0.003
H 7.326 -0.034 -1.079  0.391
H 1.879 -1.722 1.554  0.095
H 1.134 -2.008 4.516  0.361
H 0.673 0.233 2.673  0.480
H -3.177 2.651 3.401  0.209
H -9.012 3.735 1.462  0.377
H 6.446 0.638 0.136  0.370
H -4.231 -2.202 -5.885  0.298
H 2.440 1.578 -4.216  0.448
H 3.390 -6.202 3.493  0.292
H -3.763 3.323 1.282  -0.045
H -3.966 0.381 1.912  0.094
H -8.297 2.617 0.260  0.327
H 5.283 -4.314 0.247  0.294
H 4.668 -3.520 -1.051  0.281
H 6.001 -3.203 4.821  0.397
H 3.356 -1.662 3.863  -0.286
H -4.478 1.103 -2.773  0.086
H -5.570 -0.030 2.698  0.326
H -8.506 2.051 1.832  0.347
H -3.170 0.481 -7.018  0.217
H -1.744 1.994 0.445  0.427
H -6.482 1.263 0.450  0.380
H 5.626 -4.846 -1.527  0.398
H -2.484 1.618 -4.237  0.161
H 3.932 1.864 1.137  0.428
H -2.620 -1.022 -7.172  0.332
H 0.097 2.020 -0.939  0.086
H 2.290 1.831 -0.198  0.247
H -3.495 4.398 3.489  0.384
H -7.063 4.135 2.530  0.359
H -2.055 0.298 0.092  0.334
H 4.321 0.157 -1.392  0.102
H -2.378 3.410 -6.008  0.324
H 3.054 -4.811 5.519  0.315
H -2.123 1.478 -1.234  -0.107
H 3.789 -2.123 5.582  0.319
H 0.148 0.228 -1.109  0.415
H 1.545 -3.263 5.647  0.403
H 1.544 -3.504 3.981  0.415
H -5.418 -0.939 -5.894  0.408
H 1.495 1.374 -2.642  0.096
H 5.416 0.069 -2.637  0.476
H 4.701 -4.734 5.799  0.357
H 5.479 1.512 -1.808  0.405
H -4.917 1.735 0.121  0.169
H 6.006 -4.123 3.413  0.307
H 5.809 -1.160 3.305  0.374
H 2.597 0.105 0.095  0.171
H 4.381 -6.904 4.872  0.404
H -5.037 -0.571 1.160  0.405
H 0.291 -2.366 1.732  0.445
H 0.792 -1.737 0.285  0.353
H -0.762 -0.166 1.964  0.096
H 2.628 2.251 2.220  0.375
H -4.044 -0.584 -8.105  0.354
H -2.097 2.972 -3.074  0.175
H -5.914 0.633 -3.942  0.394
H -6.799 4.282 0.783  0.376

The energy above the lowest of the compared OMol25 structures with the same formula, charge and spin comes out at 0.1644 eV. The electronic energy comes out at -84514.6192 eV. As for the net charge: 0.